Entry 1:
The following is a DFT calculation (ωB97M-V/def2-TZVPD) of a gas-phase ion, C11H16Cl2N (charge +1) in a non-equilibrium geometry.

Properties
SMILES = CC(Cl)(Cl)[N+](C)(C)Cc1ccccc1
Gap between HOMO and LUMO = 0.3797 Ha
Charge = +1
Energy relative to the best compared isomer or geometry (same formula, charge and spin) = 0.00 kcal/mol

Each line ends with the Mulliken charge.
Element x y z (Å)
C1 0.97529 -1.38175 3.27265  -1.0358
C2 0.56557 -0.13928 2.51491  0.3807
Cl1 1.48895 1.33337 2.99835  -0.0739
Cl2 -1.12246 0.21056 3.05019  -0.0472
N1 0.55591 -0.29855 0.92200  0.0073
C3 -0.39593 -1.41731 0.55105  -0.6483
C4 1.96573 -0.50574 0.46471  -0.9696
C5 0.12166 1.05645 0.36693  -0.7717
C6 -0.40976 0.96482 -1.07174  0.2017
C7 0.33681 0.97144 -2.18379  -0.0420
C8 -0.30873 0.95340 -3.43735  -0.8379
C9 -1.65019 0.87389 -3.53752  -0.3151
C10 -2.39203 0.65032 -2.42982  -0.7558
C11 -1.74583 0.78386 -1.23676  -0.1366
H1 1.08991 -1.18580 4.34980  0.3806
H2 1.95372 -1.71506 2.83127  0.3073
H3 0.19828 -2.01363 3.11452  0.3852
H4 -1.07636 -1.57584 1.36605  0.4721
H5 -0.96328 -1.21127 -0.43971  0.2885
H6 0.26112 -2.30051 0.27239  0.2527
H7 2.72166 0.25065 0.76620  0.2905
H8 2.38747 -1.60753 0.70757  0.3679
H9 1.75832 -0.34827 -0.59207  0.5352
H10 0.87481 1.79643 0.47102  0.5199
H11 -0.79584 1.42516 1.00293  0.4523
H12 1.40813 1.09753 -2.20588  0.4663
H13 0.23576 1.10305 -4.37932  0.3391
H14 -2.08317 0.98735 -4.47670  0.4825
H15 -3.48859 0.60846 -2.71404  0.2967
H16 -2.46697 0.63381 -0.31788  0.2075

Entry 2:
The following is a DFT calculation (ωB97M-V/def2-TZVPD) of a molecular structure, C11H16ClMnO2P in a non-equilibrium geometry.

Properties
Gap between HOMO and LUMO (spin up / spin down) = 0.2565 / 0.2289 Ha
Charge = +2
Spin multiplicity = 4
Energy relative to the best compared isomer or geometry (same formula, charge and spin) = 41.66 kcal/mol

Each line ends with the Mulliken charge.
Element x y z (Å)
Cl1 -1.41694 2.91006 -1.98956  -0.1989
C1 -0.66896 -1.27567 -1.39499  -0.3293
C2 0.74495 -1.42620 -1.18217  -0.5019
C3 1.44133 -0.39113 -1.89667  -1.0598
H1 1.21081 -2.26835 -0.68044  0.8656
C4 0.44478 0.35677 -2.62883  1.0571
C5 -0.87384 -0.13133 -2.23095  -0.9645
H2 -1.83738 0.19604 -2.61837  0.5824
H3 -1.44373 -1.94656 -1.04149  0.7788
H4 2.51921 -0.29214 -2.03761  0.6118
C6 0.72241 1.36949 -3.65758  -1.2473
Mn1 0.17353 0.50630 -0.58357  -0.3421
C7 1.52823 1.42105 0.18352  0.5589
O1 2.47669 1.90208 0.69967  -0.1794
C8 -1.15189 1.97370 -0.31447  0.6812
O2 -1.88208 2.39489 0.52882  -0.3243
H5 1.69452 1.83995 -3.49452  0.3826
H6 -0.04785 2.11762 -3.62914  0.2835
H7 0.70036 0.97447 -4.68778  0.3362
C9 -0.27756 0.41689 3.52233  -1.0568
P1 -0.16257 -0.19486 1.74344  0.9783
C10 1.05628 -1.55141 2.11930  -1.1816
C11 -1.75193 -1.14108 1.77241  -1.1769
H8 0.66244 0.89175 3.81204  0.4093
H9 -0.49092 -0.43990 4.19962  0.4482
H10 -1.07991 1.15481 3.59091  0.4035
H11 0.77881 -2.10778 3.02954  0.4283
H12 1.12092 -2.26007 1.29050  0.2712
H13 2.06522 -1.07137 2.26218  0.4108
H14 -1.85200 -1.74272 2.69065  0.4318
H15 -2.58009 -0.38225 1.71724  0.4025
H16 -1.82288 -1.80305 0.90595  0.2409

Entry 3:
The following is a DFT calculation (ωB97M-V/def2-TZVPD) of a molecular structure, C11H16CoO5P in a non-equilibrium geometry.

Properties
Gap between HOMO and LUMO (spin up / spin down) = 0.2511 / 0.2783 Ha
Charge = +1
Spin multiplicity = 4
Energy relative to the best compared isomer or geometry (same formula, charge and spin) = 0.00 kcal/mol

Each line ends with the Mulliken charge.
Element x y z (Å)
O1 -0.12233 1.37523 -3.00825  -0.1424
C1 -0.33070 0.94611 -1.97985  0.2080
Co1 0.11253 -0.44292 0.31583  0.3706
C2 -0.18025 0.93403 1.40276  0.4393
O2 -0.43307 1.78717 2.14775  -0.3050
C3 -0.03279 -2.02170 -0.41459  0.6963
O3 -0.13478 -3.04665 -0.95050  -0.2978
C4 1.69519 -0.01812 -0.79047  -0.0602
O4 2.27419 1.01812 -0.96917  -0.3665
C5 -1.52570 -0.17943 -0.21453  0.0569
O5 -2.61826 -0.01489 -0.56331  -0.2887
H1 1.88178 -1.00502 -1.38009  0.4344
C6 -0.02076 -3.30861 3.04028  -1.2745
C7 0.78037 -2.03932 3.35048  -0.7511
P1 1.52012 -1.22978 1.87640  0.2553
C8 2.70330 0.02397 2.54992  -0.5026
C9 2.99677 -0.00264 4.05225  -1.3624
C10 2.67033 -2.54345 1.26612  -0.6274
C11 3.64553 -3.13900 2.28226  -1.3323
H2 -0.86551 -3.11183 2.36481  0.2838
H3 -0.44042 -3.69570 3.97831  0.4058
H4 0.60040 -4.10336 2.60311  0.2868
H5 0.13002 -1.27955 3.81401  0.4319
H6 1.58581 -2.25396 4.07163  0.4512
H7 3.62840 -0.08274 1.96071  0.4940
H8 2.27962 1.00045 2.27765  0.5698
H9 3.47531 -0.93742 4.37157  0.2945
H10 3.69385 0.81271 4.28369  0.4109
H11 2.09800 0.15934 4.66329  0.3304
H12 2.04450 -3.32781 0.81721  0.4039
H13 3.21517 -2.08662 0.42937  0.4687
H14 4.31402 -2.38703 2.71512  0.2740
H15 3.13527 -3.66309 3.09898  0.3090
H16 4.27430 -3.87140 1.76176  0.4353

Entry 4:
The following is a DFT calculation (ωB97M-V/def2-TZVPD) of 2 unconnected molecules or ions with the total composition C11H16F3N2O5S.

Properties
Gap between HOMO and LUMO = 0.3391 Ha
Charge = +1

Each line ends with the Mulliken charge.
Element x y z (Å)
N1 -2.59782 -3.32173 -1.91909  -0.4800
C1 -3.85774 -2.69601 -1.49236  -0.9184
C2 -3.84994 -1.16361 -1.66055  -0.2020
O1 -4.10963 -0.48607 -0.43277  -0.5889
C3 -2.57860 -0.58330 -2.27362  -1.2897
C4 -1.43951 -0.34040 -1.33489  0.3222
N2 -1.47308 -0.82156 -0.09137  0.2852
C5 -0.50207 -0.63546 0.82504  -0.4304
C6 0.62660 0.08672 0.49893  -0.4206
C7 0.72824 0.59948 -0.79252  -0.4550
C8 -0.29409 0.38752 -1.70392  0.3760
C9 -0.14405 0.95530 -3.09962  0.8539
F1 1.06255 1.47392 -3.27122  -0.2669
F2 -1.03518 1.91379 -3.33013  -0.2460
F3 -0.31230 0.01064 -4.02655  -0.2559
H1 -2.54745 -3.27916 -2.92777  0.1947
H2 -2.58558 -4.29845 -1.66138  0.2405
H3 -4.04299 -2.96484 -0.45376  0.4340
H4 -4.70243 -3.10074 -2.05147  0.3624
H5 -4.65411 -0.90256 -2.34713  0.4798
H6 -4.77114 -0.98373 0.05629  0.3603
H7 -2.83895 0.38247 -2.70031  0.5455
H8 -2.23856 -1.18274 -3.10615  0.4734
H9 -2.29305 -1.34113 0.19699  0.1402
H10 -0.64460 -1.05903 1.80403  0.4354
H11 1.40003 0.25843 1.21856  0.5230
H12 1.61158 1.15808 -1.05071  0.5468
C10 5.49936 1.95405 3.19012  -0.3046
C11 4.48843 3.07184 3.03292  -0.3241
O2 3.22557 2.38532 2.93758  -0.2959
S1 3.26436 1.06873 3.84713  1.1332
O3 2.65918 1.33769 5.09636  -0.5453
O4 2.84751 -0.02842 3.03883  -0.5730
O5 4.84240 1.00279 4.04399  -0.2950
H13 5.72122 1.47100 2.23690  0.2684
H14 6.42242 2.28294 3.65780  0.3093
H15 4.64947 3.66510 2.13797  0.3142
H16 4.46393 3.72310 3.90783  0.2932

Entry 5:
The following is a DFT calculation (ωB97M-V/def2-TZVPD) of a single C11H16N2 molecule in a non-equilibrium geometry.

Properties
SMILES = C=C1c2c(cnn2C)CCC1(C)C
Gap between HOMO and LUMO = 0.3348 Ha
Charge = 0
Energy relative to the best compared isomer or geometry (same formula, charge and spin) = 58.60 kcal/mol

Each line ends with the Mulliken charge.
Element x y z (Å)
C1 -1.24402 1.68842 0.01318  -1.5255
C2 -0.52819 0.56157 -0.04527  -0.1366
C3 -0.22349 -0.04366 -1.36702  0.3709
C4 1.05155 -0.50094 -1.72497  0.7156
C5 0.87142 -0.92794 -3.04230  -0.9582
N1 -0.38565 -0.65276 -3.51064  -1.1809
N2 -1.01099 -0.07158 -2.45889  0.6779
C6 -2.40449 -0.02222 -2.51339  -0.9331
C7 2.11360 -0.71478 -0.70766  -0.5976
C8 1.80741 0.15425 0.53233  -1.0102
C9 0.33773 -0.05130 1.04957  2.3550
C10 0.16285 0.82600 2.30129  -2.2499
C11 -0.09284 -1.45261 1.36845  -1.6400
H1 -1.23086 2.29404 0.89774  0.4004
H2 -1.73703 2.14977 -0.83965  0.3733
H3 1.68784 -1.40399 -3.55965  0.4780
H4 -2.76506 0.54549 -3.42344  0.2494
H5 -2.70664 -0.98891 -2.50562  0.3754
H6 -2.67828 0.49063 -1.66325  0.3688
H7 2.32500 -1.78305 -0.44594  0.2594
H8 3.04695 -0.34410 -1.16488  0.4463
H9 2.50397 -0.06655 1.42507  0.3872
H10 1.96916 1.18726 0.28839  0.3824
H11 0.46594 0.37977 3.28979  0.3797
H12 -0.90135 0.99906 2.51209  0.4818
H13 0.68946 1.69150 2.58948  0.4198
H14 0.53478 -1.78138 2.14716  0.4678
H15 -0.05218 -2.07195 0.31526  0.2928
H16 -1.18726 -1.59183 1.60755  0.3498

Entry 6:
The following is a DFT calculation (ωB97M-V/def2-TZVPD) of a single C11H16N2O3 molecule in a non-equilibrium geometry.

Properties
SMILES = CC(C)NC[C@H](O)c1ccc([N+](=O)[O-])cc1
Gap between HOMO and LUMO = 0.3273 Ha
Charge = 0
Energy relative to the best compared isomer or geometry (same formula, charge and spin) = 72.98 kcal/mol

Each line ends with the Mulliken charge.
Element x y z (Å)
C1 -0.55455 0.07443 -3.59820  -1.4923
C2 -0.97190 0.83542 -2.34161  0.3288
C3 -1.63278 2.16649 -2.71835  -1.4663
N1 0.20204 0.98457 -1.49345  -0.2137
C4 -0.01345 1.65279 -0.22320  -1.0486
C5 1.12226 1.27804 0.76529  -0.4088
O1 2.36694 1.18891 0.11511  -0.6458
C6 0.79118 -0.00771 1.49094  0.5908
C7 0.76345 -0.04341 2.88241  -0.7195
C8 0.47747 -1.21756 3.55002  -0.4700
C9 0.21302 -2.36696 2.81609  -0.0222
N2 -0.08501 -3.59392 3.50756  1.0009
O2 -0.11425 -3.56641 4.71997  -0.6209
O3 -0.29125 -4.58451 2.83735  -0.6148
C10 0.23067 -2.34817 1.42606  -0.7573
C11 0.52321 -1.16976 0.77033  -0.0634
H1 -0.05524 -0.85345 -3.33116  0.3531
H2 0.12934 0.67599 -4.19409  0.3469
H3 -1.42521 -0.15995 -4.20380  0.4237
H4 -1.69160 0.22822 -1.77692  0.2804
H5 -2.46002 1.99444 -3.40070  0.4566
H6 -0.91192 2.82025 -3.20679  0.3345
H7 -2.01726 2.67210 -1.83587  0.3532
H8 0.92140 1.48260 -2.01163  0.3147
H9 -0.96489 1.31525 0.19599  0.5587
H10 -0.04957 2.74775 -0.31784  0.4622
H11 1.23898 2.08366 1.49712  0.5866
H12 2.28778 0.51109 -0.56833  0.4203
H13 0.97353 0.85423 3.44310  0.3225
H14 0.45698 -1.26273 4.62879  0.4722
H15 0.01533 -3.25656 0.88487  0.4666
H16 0.52534 -1.13513 -0.30906  0.4710